Entry 1:
Below is a cluster of 5 separate species, C16H44N2O6 in total at a distorted geometry, with properties calculated with ωB97M-V/def2-TZVPD.

Properties
2S+1 = 2
charge = +1
calculated total energy = -1196.4351 Ha
energy relative to the best compared isomer or geometry (same formula, charge and spin) = 60.9 kcal per mole

Structure (XYZ):
```
68
Properties=species:S:1:pos:R:3:forces:R:3:mulliken_spin:R:1
C -1.80432 1.23717 -2.92592 0.02 0.45 1.18 0.000
C -2.49699 1.45264 -1.55497 -0.64 0.42 -2.38 0.000
O -3.77909 1.90749 -1.99009 -0.87 -0.09 0.42 0.000
H -2.23764 0.41923 -3.50151 0.21 -0.23 0.30 0.000
H -0.72902 1.17209 -2.75977 0.07 -0.22 -0.47 0.000
H -2.04970 2.13983 -3.48546 0.34 0.06 -0.05 0.000
H -2.04281 2.30151 -1.04386 0.47 -0.56 0.46 0.000
H -2.64595 0.52760 -0.99800 0.50 0.04 0.43 0.000
H -4.35343 1.96060 -1.22268 -0.18 0.16 0.00 0.000
C 3.23378 -1.26575 1.71113 0.62 0.41 -0.06 0.000
C 2.34965 -2.00545 2.69316 0.39 0.36 -1.10 0.000
O 1.29953 -1.10458 2.93557 -1.08 0.41 0.57 0.000
H 4.20393 -1.71389 1.49648 -0.14 -0.31 0.10 0.000
H 3.44515 -0.26511 2.08815 0.00 0.02 0.23 0.000
H 2.71660 -1.09525 0.76690 -0.09 -0.26 -0.02 0.000
H 2.84478 -2.25608 3.63132 0.19 -0.30 -0.13 0.000
H 1.91090 -2.85815 2.17500 0.34 -0.60 0.29 0.000
H 0.59681 -1.62595 3.33049 -0.19 0.21 0.06 -0.001
C -0.65593 1.30108 1.44595 -0.41 0.30 -0.69 0.000
C 0.19634 0.98150 0.21208 1.08 0.77 0.88 0.000
O 0.69252 2.26675 -0.22079 -0.84 -0.23 0.21 0.000
H -0.14434 1.95187 2.15506 0.28 -0.29 -0.03 0.000
H -1.10901 0.44964 1.95376 0.37 -0.27 -0.08 -0.001
H -1.48817 1.89163 1.06289 -0.17 0.14 0.10 0.000
H -0.36926 0.42266 -0.53351 -0.12 0.28 -0.24 0.000
H 1.08371 0.39803 0.45752 -0.16 -0.37 0.27 0.000
H 1.25634 2.19678 -0.99462 -0.17 -0.42 -0.38 0.000
C -0.66084 -2.54465 -0.21764 -0.89 -1.99 -1.63 0.001
O -1.42159 -2.26872 0.88859 -1.27 1.17 3.46 0.011
C -2.71720 -2.82860 0.93962 0.19 -0.19 -0.02 0.022
C -3.41840 -2.55253 2.25737 1.33 0.13 -1.67 0.021
N -3.02073 -3.41548 3.41467 -3.59 3.17 0.24 0.742
C -3.43456 -2.71001 4.62569 2.79 0.62 0.38 0.027
C -2.59294 -1.39631 4.77434 -2.28 1.52 0.63 0.012
O -3.48425 -0.19755 4.51298 1.45 -1.99 0.46 0.022
C -2.83673 1.06225 4.80032 -0.07 0.11 -0.12 0.000
H -0.79101 -3.62544 -0.27286 0.99 -0.48 -0.79 0.001
H 0.39219 -2.26799 -0.16581 -0.37 0.30 0.42 0.001
H -1.17563 -2.16778 -1.10142 0.42 0.43 -0.36 0.001
H -2.77082 -3.91438 0.86010 0.57 -0.30 -0.85 0.002
H -3.35171 -2.34727 0.19543 -0.12 -0.24 -0.42 0.003
H -4.47883 -2.75067 2.10141 -0.28 -0.52 0.10 0.053
H -3.37774 -1.46488 2.31616 0.44 -0.04 1.60 0.011
H -3.53519 -4.28257 3.47446 0.87 -1.34 -0.79 -0.015
H -3.24088 -3.35930 5.47951 0.05 -0.10 0.06 0.025
H -4.51471 -2.56387 4.62855 -0.27 0.35 -0.33 0.047
H -1.66480 -1.36722 4.20353 -0.21 -0.08 -0.53 0.005
H -2.28208 -1.43617 5.81831 -0.05 0.57 0.18 0.008
H -2.12288 0.93522 5.61418 0.28 0.12 -0.28 -0.001
H -3.52795 1.84538 5.11180 -0.67 -0.64 0.31 0.002
H -2.44378 1.51509 3.89003 0.71 -0.49 -0.04 0.001
C 2.62287 3.76212 -3.98013 1.61 -1.65 -3.08 0.000
C 3.07417 2.23251 -4.05148 -1.89 1.91 1.41 0.000
C 4.53425 2.00319 -4.24882 1.04 0.41 -1.14 0.000
O 4.79994 0.65142 -4.51020 0.30 -2.39 -0.95 0.000
C 4.70770 0.23662 -5.93068 0.00 1.96 0.39 0.000
N 2.50061 1.74927 -2.76418 0.46 -0.76 -0.83 0.000
H 3.03296 4.24302 -3.09206 -0.76 0.07 0.03 0.000
H 1.60877 3.87713 -4.36286 -0.40 -0.01 1.40 0.000
H 3.11316 4.19126 -4.85395 0.59 0.59 0.11 0.000
H 2.63416 1.66039 -4.86829 -0.66 0.37 -0.01 0.000
H 5.16945 2.39613 -3.45496 -0.05 -0.47 0.51 0.000
H 4.93747 2.48954 -5.13706 -0.49 0.89 -0.18 0.000
H 5.35633 -0.57277 -6.26576 -0.11 -0.31 1.06 0.000
H 5.03910 1.07270 -6.54651 0.31 0.36 0.05 0.000
H 3.69295 0.10615 -6.30665 -0.26 -0.51 0.59 0.000
H 2.83415 2.38601 -2.05466 0.39 -0.14 0.25 0.000
H 2.89037 0.83118 -2.60513 0.06 -0.29 0.49 0.000
```
Positions in Å, forces in eV/Å.

Entry 2:
Below is a structure of composition C29H45F4N4O2SSeSiTi, with properties calculated with ωB97M-V/def2-TZVPD.

Properties
2S+1 = 3
charge = -1
calculated total energy = -5839.7729 Ha
energy relative to the best compared isomer or geometry (same formula, charge and spin) = 17.0 kcal per mole

Structure (XYZ):
```
88
Properties=species:S:1:pos:R:3:forces:R:3:mulliken_spin:R:1
Ti 0.56973 0.68807 -0.06264 0.60 0.05 0.17 1.079
C -1.93337 0.92083 2.17744 0.16 -0.19 0.05 0.028
C -1.70861 -0.35436 3.02348 0.23 0.19 0.06 0.016
N -0.42748 -0.94497 2.75801 -0.17 -0.08 0.04 -0.001
C 0.27834 -1.62136 3.80475 0.07 0.30 0.04 0.008
C 0.75648 -0.65545 4.90464 -0.03 0.05 -0.16 -0.001
S 1.55499 0.86955 4.31582 -0.10 -0.03 -0.03 0.001
C 0.14914 2.02817 4.24855 0.05 -0.15 -0.05 0.001
C -0.28732 2.59678 2.89609 0.02 -0.21 0.08 0.018
N -0.69820 1.64941 1.85879 0.24 -0.06 -0.12 -0.025
H -2.63291 1.57795 2.70748 -0.10 0.06 0.03 0.002
H -2.39942 0.64905 1.23550 0.00 -0.01 -0.08 -0.006
H -2.55507 -1.02950 2.84619 -0.14 -0.06 -0.04 0.000
H -1.75315 -0.09890 4.08414 0.02 -0.03 0.02 0.002
H -0.34430 -1.37587 1.85143 0.04 -0.01 -0.12 -0.001
H 1.15244 -2.08469 3.34532 0.01 0.02 -0.01 0.000
H -0.30612 -2.41597 4.29677 -0.02 -0.10 0.07 0.002
H 1.49638 -1.15644 5.53041 -0.01 -0.02 0.02 0.000
H -0.06351 -0.35884 5.56250 0.01 -0.03 0.02 0.000
H 0.43130 2.88840 4.85728 -0.04 0.03 0.04 0.000
H -0.68918 1.54845 4.75319 -0.01 0.04 0.00 0.000
H 0.50413 3.22326 2.49867 0.11 0.03 -0.06 -0.003
H -1.12671 3.26685 3.12802 -0.08 0.10 0.00 0.000
H -0.86564 2.17181 1.00520 -0.48 0.35 0.08 -0.019
C 2.83803 0.70562 -2.32992 -0.09 -0.04 -0.03 0.012
N 1.40598 0.38776 -2.18921 0.05 0.05 -0.26 -0.022
C 1.17285 -0.95243 -2.74553 -0.03 0.10 0.06 0.035
C 0.60760 1.38239 -2.92165 0.01 0.14 0.11 0.041
C 0.66165 2.75363 -2.22544 0.16 -0.11 0.22 -0.011
N 1.03144 2.59844 -0.81025 -0.13 0.33 -0.25 -0.001
C 1.66565 3.63592 -0.21346 -0.01 -0.10 -0.09 0.001
C 2.38680 3.36520 0.96644 -0.12 0.05 -0.19 0.013
F 2.33089 2.09642 1.39340 0.07 -0.31 0.22 -0.008
C 3.09459 4.29600 1.67158 0.02 0.14 0.01 0.001
F 3.73849 3.92145 2.78507 0.09 -0.06 0.15 0.000
C 3.15500 5.61413 1.25269 0.12 0.10 0.11 0.001
C 2.45231 5.91983 0.11028 -0.03 -0.12 0.02 0.000
F 2.44385 7.18801 -0.32834 -0.01 0.28 -0.11 0.000
C 1.72328 4.98742 -0.60252 0.02 -0.05 0.10 -0.001
F 1.00075 5.44007 -1.64602 -0.13 0.07 -0.23 0.000
H 3.12949 0.64428 -3.38740 -0.01 0.01 -0.02 0.002
H 3.42232 0.00246 -1.74492 0.02 -0.07 0.05 0.005
H 3.04135 1.70787 -1.96113 -0.03 0.02 0.03 -0.003
H 1.53713 -1.00747 -3.77852 0.03 0.01 -0.06 0.000
H 0.11123 -1.18676 -2.72823 -0.04 0.01 0.04 -0.007
H 1.70234 -1.68090 -2.13656 -0.01 0.01 0.01 -0.009
H -0.41494 1.02258 -2.96027 -0.08 -0.05 0.01 -0.004
H 0.97299 1.48549 -3.95122 0.04 -0.06 -0.08 0.004
H -0.30846 3.23449 -2.34830 -0.10 0.06 -0.01 -0.002
H 1.39671 3.37661 -2.73532 0.10 0.08 -0.01 0.000
H 3.71383 6.36366 1.79535 -0.04 -0.06 -0.03 0.000
C -5.91730 -2.90442 -3.55196 0.09 0.05 0.07 -0.011
C -4.82210 -2.17831 -2.81379 -0.08 -0.01 -0.09 0.220
C -4.01435 -2.83411 -1.88003 0.07 0.01 0.02 -0.101
C -2.96927 -2.21849 -1.22239 -0.06 -0.09 0.00 0.173
C -2.26140 -3.01530 -0.15197 -0.05 0.12 -0.03 0.017
C -2.66017 -0.83200 -1.49574 0.20 0.04 0.10 -0.111
C -3.52817 -0.14005 -2.41306 -0.13 0.09 -0.05 0.242
C -3.37091 1.31878 -2.80838 -0.04 -0.15 -0.03 -0.011
C -4.55464 -0.83132 -3.03812 0.03 0.07 0.07 -0.103
C -1.54899 -0.19876 -0.86809 -0.49 -0.01 -0.22 0.381
O -1.34086 1.10388 -0.78973 -0.10 -0.24 -0.11 0.087
O -0.53139 -0.86941 -0.31667 -0.54 -0.23 -0.01 0.003
H -6.44242 -3.60740 -2.89889 0.01 0.03 -0.02 0.008
H -5.52184 -3.48166 -4.39450 -0.02 -0.01 -0.01 0.017
H -6.65224 -2.20307 -3.95240 0.00 -0.01 0.01 0.002
H -4.23525 -3.87226 -1.63819 0.03 0.05 0.00 -0.003
H -2.70577 -4.01022 -0.07868 -0.01 0.03 0.00 0.001
H -2.35867 -2.52537 0.82480 0.05 -0.02 -0.06 0.008
H -1.19706 -3.11714 -0.34247 -0.01 0.00 0.01 0.005
H -2.90418 1.40210 -3.79828 0.02 0.00 0.06 0.014
H -2.76854 1.87882 -2.10503 0.01 0.02 0.03 -0.002
H -4.35555 1.78988 -2.88190 0.03 -0.04 -0.04 0.007
H -5.18114 -0.28367 -3.74181 0.04 -0.02 0.05 -0.004
C 4.12401 -2.97289 -1.16690 0.13 -0.06 -0.10 0.004
Si 2.89988 -2.92908 0.26339 -0.07 0.20 -0.08 -0.004
C 1.41760 -3.98394 -0.18812 -0.11 -0.10 -0.03 0.001
C 3.72009 -3.74137 1.74755 0.10 0.00 0.12 0.000
Se 2.44677 -0.81882 0.84588 0.62 -0.45 0.48 0.012
H 4.61390 -3.95104 -1.26193 -0.08 0.11 0.00 0.000
H 4.89319 -2.21373 -0.99112 -0.02 -0.10 -0.06 0.000
H 3.63390 -2.74321 -2.11953 0.10 -0.02 0.09 -0.001
H 1.73035 -5.01960 -0.38030 -0.05 0.12 0.02 0.000
H 0.89173 -3.61168 -1.07225 0.05 -0.02 0.08 0.000
H 0.70371 -3.98839 0.64258 0.05 -0.03 -0.09 0.000
H 4.32952 -4.61060 1.46948 -0.10 0.09 0.02 0.000
H 2.96238 -4.06731 2.46935 0.09 0.05 -0.05 0.001
H 4.36011 -3.00322 2.24154 -0.02 -0.14 -0.01 0.000
```
Positions in Å, forces in eV/Å.

Entry 3:
Below is a structure of composition C34H47InNO20S7 at a distorted geometry, with properties calculated with ωB97M-V/def2-TZVPD.

Properties
2S+1 = 1
charge = -1
calculated total energy = -5860.5972 Ha

Structure (XYZ):
```
110
Properties=species:S:1:pos:R:3:forces:R:3:lowdin_charge:R:1
C -2.55181 2.70667 -4.60772 0.46 0.02 -0.09 -0.054
C -1.64560 2.09003 -3.54899 -1.10 0.63 -1.26 -0.286
C -1.26518 2.85245 -2.46345 0.01 0.30 0.29 -0.081
C -0.47200 2.27808 -1.49530 0.09 0.36 0.37 -0.120
C -0.06605 0.96514 -1.62397 0.45 0.08 0.77 -0.130
C -0.41260 0.20869 -2.71970 0.09 -1.18 -0.86 -0.299
C 0.03582 -1.23254 -2.92788 0.31 0.31 0.44 -0.240
In 2.01778 -1.78901 -2.01863 0.33 0.14 0.00 0.509
C 2.05771 -3.87023 -1.15476 -0.78 -0.01 -0.13 -0.313
C 1.03602 -4.12700 -0.01890 0.17 0.09 -0.06 -0.345
C 0.87581 -2.90997 0.91798 0.67 -0.51 1.55 -0.481
S -0.76580 -2.12468 0.82763 0.00 0.31 -0.33 0.936
C -0.81775 -0.79419 2.02136 0.25 0.08 0.04 -1.043
S -1.20668 0.68885 1.52389 -0.30 0.03 0.16 0.811
N -0.52947 -1.04883 3.42830 0.70 -1.43 -0.98 -0.048
C -1.10578 -2.33003 3.78599 -0.73 0.37 0.24 -0.271
C -2.49067 -2.42184 3.72272 -0.23 0.64 -0.08 -0.047
C -3.12781 -3.60190 4.00178 -0.85 -0.29 -0.18 -0.093
C -2.42215 -4.74151 4.34835 -0.35 -0.22 0.10 -0.097
C -1.05418 -4.65238 4.43591 0.33 -0.46 0.08 -0.077
C -0.41400 -3.46363 4.14655 1.27 0.28 0.15 -0.048
C 0.87054 -0.93222 3.71433 0.49 0.54 0.03 -0.250
C 1.34711 -1.09972 5.00792 -1.42 -0.22 0.82 -0.055
C 2.67265 -1.00097 5.32723 1.20 0.00 0.47 -0.096
C 3.61385 -0.71442 4.35004 0.13 0.14 -0.21 -0.093
C 3.15380 -0.50436 3.06860 0.64 0.17 -0.51 -0.065
C 1.81530 -0.61056 2.75398 -0.32 0.35 -0.79 -0.056
C -1.22164 0.79011 -3.69818 0.36 -0.19 0.40 -0.018
H -3.30345 1.98682 -4.95278 0.02 0.23 0.15 0.078
H -3.02080 3.62348 -4.23010 -0.10 -0.27 -0.07 0.067
H -1.95980 2.99145 -5.48930 -0.12 -0.05 0.15 0.058
H -1.58857 3.88829 -2.37235 -0.01 -0.15 -0.05 0.100
H -0.16097 2.86362 -0.63033 0.00 -0.13 -0.11 0.084
H 0.55951 0.54199 -0.84421 -0.03 -0.06 -0.21 0.029
H -0.73958 -1.89494 -2.51554 0.16 0.01 -0.18 0.021
H 0.12610 -1.41052 -4.00719 -0.22 -0.11 0.19 0.028
H 3.40039 -1.59627 -3.14267 -0.19 -0.04 0.02 -0.125
H 2.37795 -0.67952 -0.61807 0.01 -0.05 -0.02 -0.062
H 3.05550 -4.10024 -0.75890 -0.09 0.16 -0.21 0.024
H 1.84223 -4.58096 -1.96631 0.22 0.06 0.13 0.017
H 1.42097 -4.96030 0.59239 -0.32 0.18 0.07 0.092
H 0.04066 -4.45761 -0.35576 0.26 0.15 -0.26 0.082
H 1.04582 -3.25660 1.94897 -0.27 0.15 -0.16 0.064
H 1.64955 -2.15698 0.74534 -0.31 -0.19 -0.40 -0.005
H -3.08623 -1.56024 3.42532 0.21 -0.04 0.08 0.121
H -4.21203 -3.63788 3.91346 0.15 -0.03 0.08 0.105
H -2.94631 -5.67243 4.54423 0.11 0.11 0.02 0.102
H -0.45551 -5.51616 4.71462 -0.10 0.11 -0.06 0.109
H 0.67116 -3.41186 4.20261 -0.19 -0.14 0.02 0.115
H 0.62173 -1.33050 5.78876 0.16 0.04 -0.09 0.124
H 3.03973 -1.15390 6.34065 -0.39 -0.03 -0.05 0.104
H 4.68214 -0.64904 4.54006 -0.20 -0.06 0.21 0.105
H 3.85200 -0.27064 2.26460 -0.18 -0.08 0.15 0.103
H 1.55493 -0.42467 1.71375 -0.06 -0.01 0.20 0.078
H -1.49560 0.18330 -4.55991 -0.11 0.22 0.08 0.121
C 3.53756 3.41892 4.08019 0.05 0.28 0.39 -0.163
C 2.05301 3.12523 4.10178 0.02 -0.59 -0.08 -0.156
O 1.49562 4.02672 3.13418 0.33 0.37 0.06 -0.194
S 2.55351 4.26423 1.94975 -0.05 -0.38 0.41 0.594
O 2.23625 3.40134 0.87467 0.10 0.13 -0.26 -0.208
O 2.72367 5.66165 1.77979 -0.09 0.07 -0.13 -0.221
O 3.84517 3.66559 2.70231 -0.34 -0.11 -0.07 -0.195
H 3.77375 4.32176 4.64906 -0.02 -0.02 0.01 0.130
H 4.12851 2.58740 4.45753 0.04 -0.06 -0.25 0.129
H 1.60816 3.29135 5.07973 -0.11 0.22 -0.12 0.136
H 1.84406 2.10501 3.77723 0.03 -0.10 0.03 0.117
C 6.48194 1.12176 0.36093 0.38 0.29 -0.04 -0.164
C 6.55178 0.63164 -1.07022 -0.66 0.13 -0.23 -0.155
O 7.07620 -0.70006 -0.97046 0.34 0.11 0.52 -0.185
S 6.57004 -1.37043 0.39565 -0.14 0.58 -0.42 0.587
O 5.43121 -2.15401 0.11608 -0.11 -0.48 0.31 -0.214
O 7.69908 -1.87397 1.09478 0.01 -0.16 -0.02 -0.230
O 6.06962 -0.01953 1.11772 0.02 -0.19 -0.20 -0.213
H 7.46453 1.43653 0.72276 -0.01 0.01 -0.02 0.129
H 5.77132 1.93590 0.48676 -0.16 -0.18 0.11 0.134
H 7.19572 1.24897 -1.69134 0.18 -0.22 0.00 0.133
H 5.55801 0.57273 -1.52106 -0.01 0.02 0.03 0.137
C -1.77174 3.06689 -9.05027 0.25 0.39 -0.01 -0.172
C -1.28975 2.24119 -10.22459 -0.45 -0.19 -0.16 -0.178
O -0.28903 1.38358 -9.67710 0.10 0.29 0.29 -0.191
S -0.66772 1.01967 -8.15174 -0.23 0.25 -0.11 0.602
O -1.31529 -0.23918 -8.13872 0.00 -0.08 0.16 -0.210
O 0.44690 1.31440 -7.33524 0.14 -0.14 0.00 -0.200
O -1.78786 2.16287 -7.94485 0.08 -0.38 -0.38 -0.203
H -1.07560 3.87705 -8.81995 -0.01 0.01 -0.05 0.134
H -2.76467 3.47911 -9.21460 -0.07 -0.14 0.18 0.134
H -0.87318 2.85158 -11.02211 0.22 -0.09 0.07 0.132
H -2.09200 1.61647 -10.62578 -0.03 0.07 -0.01 0.132
C -3.66837 2.95036 3.06797 0.15 0.18 -0.48 -0.173
C -3.03613 3.94267 4.01628 0.26 -0.35 0.29 -0.161
O -4.12405 4.77604 4.44437 -0.29 -0.06 -0.30 -0.193
S -5.47190 3.90597 4.49740 0.56 -0.18 -0.27 0.597
O -5.68883 3.48221 5.83432 -0.27 -0.01 0.04 -0.227
O -6.47001 4.58460 3.75421 -0.16 0.13 0.18 -0.222
O -4.94744 2.65059 3.65201 0.05 0.24 0.43 -0.189
H -3.83656 3.39213 2.08357 0.02 -0.01 0.01 0.139
H -3.07424 2.04687 2.96183 -0.17 -0.12 0.11 0.059
H -2.26213 4.53916 3.54116 -0.16 0.19 0.01 0.136
H -2.62254 3.44447 4.89614 0.02 -0.02 -0.04 0.133
C -3.46976 -3.36045 -0.89549 -0.03 0.36 0.33 -0.191
C -4.95167 -3.62481 -0.74035 0.02 -0.57 -0.06 -0.170
O -5.57398 -2.78798 -1.71935 0.27 0.27 -0.02 -0.192
S -4.60312 -2.65316 -2.99798 0.30 -0.15 0.44 0.601
O -5.02377 -3.58503 -3.98282 0.03 0.06 -0.19 -0.227
O -4.43803 -1.27797 -3.28533 -0.21 0.07 -0.20 -0.210
O -3.27115 -3.21773 -2.30813 -0.49 -0.20 -0.12 -0.186
H -3.18050 -2.42768 -0.41198 0.01 -0.02 -0.01 0.089
H -2.85981 -4.17202 -0.50614 0.10 0.00 -0.22 0.127
H -5.31573 -3.38465 0.25556 -0.11 0.21 -0.11 0.132
H -5.19785 -4.66364 -0.97651 0.02 -0.01 0.06 0.131
```
Positions in Å, forces in eV/Å.

Q: Look up the charge of the second one.
A: -1